# C18H18F3N4O3STl

A structure of composition C18H18F3N4O3STl (ωB97M-V with the def2-TZVPD basis set, the Open Molecules 2025 dataset).

Cartesian coordinates (Å):
1 Tl 0.02 1.45 0.61
2 O 1.96 -0.20 -0.13
3 S 3.00 -1.27 -0.32
4 C 4.53 -0.40 -0.86
5 C 4.17 0.87 -1.58
6 C 3.48 0.85 -2.79
7 C 3.15 2.03 -3.43
8 C 3.49 3.25 -2.85
9 C 4.16 3.28 -1.64
10 C 4.49 2.09 -1.01
11 C 3.59 -1.82 1.32
12 C 4.26 -0.77 2.16
13 C 5.64 -0.80 2.34
14 C 6.28 0.18 3.09
15 C 5.53 1.20 3.67
16 C 4.16 1.22 3.51
17 C 3.52 0.24 2.76
18 H 5.05 -1.11 -1.51
19 H 5.14 -0.19 0.01
20 H 3.21 -0.10 -3.24
21 H 2.61 2.00 -4.37
22 H 3.22 4.17 -3.35
23 H 4.42 4.22 -1.19
24 H 5.00 2.11 -0.05
25 H 4.25 -2.66 1.10
26 H 2.69 -2.21 1.79
27 H 6.23 -1.59 1.89
28 H 7.35 0.14 3.24
29 H 6.02 1.96 4.27
30 H 3.57 2.00 3.98
31 H 2.44 0.24 2.68
32 N -6.13 -1.75 -1.14
33 C -4.91 -1.26 -0.91
34 N -3.84 -2.04 -1.18
35 N -4.81 -0.04 -0.45
36 C -3.61 0.48 -0.33
37 N -2.54 0.92 -0.22
38 H -6.28 -2.72 -1.37
39 H -6.92 -1.18 -0.90
40 H -3.95 -3.00 -1.47
41 H -2.93 -1.74 -0.88
42 F -0.34 -3.02 1.57
43 C -1.14 -1.94 1.72
44 F -2.38 -2.41 1.90
45 F -1.15 -1.32 0.51
46 C -0.66 -1.05 2.91
47 O -0.75 -1.61 3.98
48 O -0.26 0.11 2.61

Properties
Energy ... -2011.78805 Ha
LUMO ... 0.4 eV
Maximum force ... 0.51 eV/Å
E_HOMO ... -8.867 eV
Frontier orbital gap ... 9.23 eV